Molecular formula: C42H76FO22PS
Method: DFT, wB97M-V/def2-TZVPD

SMILES string = CC[C@H](F)C1=C(S)C(=O)C(CP(=O)(O)O)=C(O)C1=O.CCOC(C)=O.CCOC(C)=O.CCOC(C)=O.CCOC(C)=O.CCOC(C)=O.CCOC(C)=O.CCOC(C)=O.CCOC(C)=O
HOMO-LUMO gap = 7.5 eV

Last columns: bonded neighbours and bond lengths (Å).
Positions of all 143 atoms, in Å:
1 S -0.67996 6.10158 4.20963  C36 1.873, H106 1.411
2 P 2.41439 1.54503 5.19432  O5 1.776, O12 1.582, O19 1.775, C46 1.948
3 F -1.76570 6.00959 0.55384  C39 1.498
4 O 6.00960 1.48857 3.19707  C38 1.231
5 O 1.08082 1.04114 4.13436  P2 1.776, H139 1.007
6 O 2.78707 5.91209 4.06042  C56 1.349
7 O -4.68228 -2.53024 -4.11911  C26 1.231
8 O -7.10166 2.10571 1.09859  C50 1.438, C64 1.351
9 O -4.95401 1.53063 1.37802  C64 1.231
10 O 1.31216 3.95976 -0.49972  C67 1.336
11 O -0.56641 -2.72664 -2.60914  C48 1.231
12 O 3.08329 0.22346 5.74855  P2 1.582
13 O 4.24880 -8.77105 -5.15514  C32 1.438, C51 1.351
14 O 2.01812 -8.76969 -5.36795  C51 1.231
15 O 6.97778 -3.38999 -0.13932  C40 1.231
16 O -5.52934 -0.93423 -2.79380  C26 1.351, C65 1.438
17 O -5.96879 -2.39778 3.46241  C29 1.438, C33 1.351
18 O -1.22143 9.07129 2.96222  C53 1.231
19 O 1.63215 2.51401 6.45907  P2 1.775, H71 1.017
20 O -1.17637 10.78704 1.52161  C35 1.438, C53 1.351
21 O 5.70246 -3.31521 -1.98029  C40 1.351, C62 1.438
22 O 2.72645 1.52523 1.33088  C57 1.471, H74 1.002
23 O 7.06535 -0.28507 2.32483  C38 1.351, C59 1.438
24 O -6.01386 -4.11353 4.90303  C33 1.231
25 O 0.89142 -4.27024 -3.32556  C48 1.351, C66 1.438
26 C -4.58066 -1.40424 -3.63321  O7 1.231, O16 1.351, C28 1.500
27 C 6.98715 -2.70679 2.55141  C59 1.516, H89 1.094, H103 1.094, H142 1.095
28 C -3.45184 -0.50111 -4.03418  C26 1.500, H94 1.088, H97 1.095, H100 1.093
29 C -5.54057 -1.77255 2.23989  O17 1.438, C42 1.516, H114 1.095, H133 1.096
30 C -1.70450 1.95789 0.95947  C58 1.645, H98 1.189, H112 1.193, H131 1.181
31 C -5.84189 1.47799 -2.86895  C65 1.516, H128 1.094, H130 1.095, H134 1.094
32 C 5.45296 -8.72935 -4.36959  O13 1.438, C49 1.516, H72 1.095, H126 1.096
33 C -5.75995 -3.69585 3.77370  O17 1.351, O24 1.231, C43 1.500
34 C 2.84679 -9.30603 -3.20827  C51 1.500, H81 1.093, H111 1.088, H143 1.095
35 C -0.74814 11.41227 0.29909  O20 1.438, C52 1.516, H82 1.096, H90 1.095
36 C 0.44781 5.17556 3.03612  S1 1.873, C54 1.518, C56 1.673
37 C 2.65318 3.44489 3.06666  C46 1.669, C56 1.673, C57 1.515
38 C 6.54479 0.39412 3.37041  O4 1.231, O23 1.351, C61 1.500
39 C -1.54814 4.69440 1.23755  F3 1.498, C54 1.641, C58 1.652, H125 1.193
40 C 6.41148 -2.71558 -0.99884  O15 1.231, O21 1.351, C55 1.500
41 C 1.35567 -5.47570 -5.38796  C66 1.516, H88 1.094, H92 1.094, H101 1.095
42 C -6.55380 -1.99690 1.13449  C29 1.516, H69 1.094, H120 1.094, H124 1.095
43 C -5.30142 -4.63702 2.69918  C33 1.500, H104 1.095, H123 1.088, H136 1.093
44 C -8.45900 4.11564 1.29852  C50 1.516, H78 1.094, H85 1.095, H95 1.094
45 C -5.84625 3.00646 3.01031  C64 1.500, H77 1.095, H99 1.088, H132 1.093
46 C 3.63895 2.64057 4.14730  P2 1.948, C37 1.669, H107 1.181, H109 1.185
47 C -0.50900 8.54779 0.75837  C53 1.500, H93 1.088, H138 1.093, H140 1.095
48 C -0.35750 -3.76174 -3.24099  O11 1.231, O25 1.351, C63 1.500
49 C 5.94318 -10.12973 -4.05731  C32 1.516, H79 1.095, H102 1.094, H119 1.094
50 C -8.35242 2.62932 1.57846  O8 1.438, C44 1.516, H80 1.096, H91 1.095
51 C 3.00480 -8.90388 -4.64492  O13 1.351, O14 1.231, C34 1.500
52 C -1.76138 11.18792 -0.80631  C35 1.516, H68 1.094, H110 1.095, H113 1.094
53 C -0.96752 9.48897 1.83290  O18 1.231, O20 1.351, C47 1.500
54 C 0.01678 4.56799 1.71361  C36 1.518, C39 1.641, C67 1.673
55 C 6.57303 -1.22431 -1.02509  C40 1.500, H105 1.088, H117 1.095, H141 1.093
56 C 2.04920 4.95309 3.46450  O6 1.349, C36 1.673, C37 1.673
57 C 2.23658 2.85179 1.73615  O22 1.471, C37 1.515, C67 1.673
58 C -2.08965 3.42736 0.32704  C30 1.645, C39 1.652, H129 1.183, H137 1.194
59 C 7.86463 -1.47521 2.44121  O23 1.438, C27 1.516, H75 1.095, H118 1.096
60 C 5.67224 -2.10460 -4.09114  C62 1.516, H70 1.094, H108 1.095, H135 1.094
61 C 6.54794 -0.24536 4.72750  C38 1.500, H73 1.093, H86 1.095, H87 1.088
62 C 4.86141 -2.62267 -2.91937  O21 1.438, C60 1.516, H76 1.095, H116 1.096
63 C -1.46653 -4.42589 -4.00230  C48 1.500, H96 1.088, H115 1.093, H121 1.095
64 C -5.94054 2.14097 1.78856  O8 1.351, O9 1.231, C45 1.500
65 C -5.41833 0.28359 -2.03655  O16 1.438, C31 1.516, H83 1.096, H122 1.095
66 C 1.21258 -5.55767 -3.88074  O25 1.438, C41 1.516, H84 1.095, H127 1.096
67 C 1.20277 3.79648 0.82140  O10 1.336, C54 1.673, C57 1.673
68 H -1.87615 10.12545 -1.03814  C52 1.094
69 H -6.66858 -3.05937 0.90267  C42 1.094
70 H 6.42422 -1.37813 -3.77095  C60 1.094
71 H 0.68489 2.14355 6.46762  O19 1.017
72 H 5.31602 -8.11893 -3.47147  C32 1.095
73 H 5.58963 -0.74421 4.89180  C61 1.093
74 H 2.66462 1.37618 0.34215  O22 1.002
75 H 8.57966 -1.39004 3.26551  C59 1.095
76 H 4.28319 -1.83620 -2.42430  C62 1.095
77 H -5.18342 2.51655 3.73175  C45 1.095
78 H -9.43281 4.49911 1.61559  C44 1.094
79 H 6.09367 -10.69677 -4.98151  C49 1.095
80 H -9.14073 2.10410 1.02752  C50 1.096
81 H 2.71947 -10.38985 -3.15052  C34 1.093
82 H -0.67784 12.48580 0.50744  C35 1.096
83 H -6.09921 0.18221 -1.18394  C65 1.096
84 H 0.48748 -6.31436 -3.56512  C66 1.095
85 H -8.33209 4.31307 0.22930  C44 1.095
86 H 6.68167 0.53929 5.48002  C61 1.095
87 H 7.36073 -0.95308 4.87994  C61 1.088
88 H 0.42090 -5.16900 -5.86535  C41 1.094
89 H 7.59745 -3.61359 2.58503  C27 1.094
90 H 0.25930 11.08615 0.02216  C35 1.095
91 H -8.50142 2.38606 2.63516  C50 1.095
92 H 1.65291 -6.44387 -5.80051  C41 1.094
93 H 0.07109 9.02580 -0.02886  C47 1.088
94 H -3.20386 0.25271 -3.28919  C28 1.088
95 H -7.67962 4.68032 1.81763  C44 1.094
96 H -1.31534 -5.49187 -4.16217  C63 1.088
97 H -2.55041 -1.10974 -4.16391  C28 1.095
98 H -1.39964 1.99883 2.10793  C30 1.189
99 H -6.79580 3.15261 3.52191  C45 1.088
100 H -3.69942 -0.01539 -4.98127  C28 1.093
101 H 2.10841 -4.72898 -5.66020  C41 1.095
102 H 5.21610 -10.68744 -3.46060  C49 1.094
103 H 6.36231 -2.67739 3.44832  C27 1.094
104 H -4.64219 -5.38539 3.15215  C43 1.095
105 H 5.75213 -0.70001 -1.51085  C55 1.088
106 H -0.78686 7.46942 3.87943  S1 1.411
107 H 4.37578 1.97198 3.51010  C46 1.181
108 H 6.21228 -2.92500 -4.57450  C60 1.095
109 H 4.20715 3.38099 4.87668  C46 1.185
110 H -2.74736 11.55209 -0.50046  C52 1.095
111 H 3.67395 -8.99941 -2.57067  C34 1.088
112 H -0.72077 1.60173 0.38517  C30 1.193
113 H -1.45915 11.70992 -1.71849  C52 1.094
114 H -4.53313 -2.09866 1.96296  C29 1.095
115 H -1.59283 -3.92350 -4.96452  C63 1.093
116 H 4.13382 -3.35632 -3.28432  C62 1.096
117 H 6.59872 -0.86028 0.00769  C55 1.095
118 H 8.45946 -1.54074 1.52322  C59 1.096
119 H 6.88739 -10.09416 -3.50677  C49 1.094
120 H -6.25157 -1.47489 0.22231  C42 1.094
121 H -2.39020 -4.33272 -3.42094  C63 1.095
122 H -4.41391 0.39556 -1.61633  C65 1.095
123 H -4.72133 -4.15902 1.91194  C43 1.088
124 H -7.53979 -1.63273 1.44034  C42 1.095
125 H -2.22745 4.69210 2.21828  C39 1.193
126 H 6.20406 -8.21515 -4.97973  C32 1.096
127 H 2.17418 -5.85231 -3.44561  C66 1.096
128 H -5.80800 2.39468 -2.27361  C31 1.094
129 H -1.74255 3.47293 -0.80315  C58 1.183
130 H -6.85993 1.33880 -3.24652  C31 1.095
131 H -2.50554 1.11623 0.74989  C30 1.181
132 H -5.42473 3.97563 2.73236  C45 1.093
133 H -5.47026 -0.69902 2.44825  C29 1.096
134 H -5.19732 1.60928 -3.74247  C31 1.094
135 H 5.02194 -1.62640 -4.82893  C60 1.094
136 H -6.17060 -5.13675 2.26442  C43 1.093
137 H -3.27729 3.54515 0.29551  C58 1.194
138 H -1.37817 8.04806 0.32361  C47 1.093
139 H 0.60178 0.33204 4.66547  O5 1.007
140 H 0.15023 7.79942 1.21134  C47 1.095
141 H 7.51441 -0.97360 -1.52024  C55 1.093
142 H 6.30740 -2.76936 1.69563  C27 1.095
143 H 1.95397 -8.81445 -2.80698  C34 1.095

Here are the Löwdin charges for atoms 1 to 99, given in e: 0.728, 0.755, -0.112, 0.037, -0.246, -0.029, 0.067, -0.012, 0.049, -0.011, 0.065, -0.397, -0.005, 0.066, 0.054, -0.007, -0.007, 0.029, -0.236, 0.002, -0.003, -0.012, -0.013, 0.074, -0.015, -0.497, -0.069, 0.013, -0.221, -0.117, -0.059, -0.228, -0.505, 0.007, -0.227, -0.383, -0.067, -0.461, -0.202, -0.480, -0.057, -0.048, 0.002, -0.065, 0.018, -0.133, 0.012, -0.503, -0.067, -0.225, -0.503, -0.068, -0.469, -0.038, 0.025, -0.182, -0.082, -0.186, -0.221, -0.066, 0.019, -0.223, 0.009, -0.496, -0.233, -0.230, -0.120, 0.069, 0.072, 0.068, 0.083, 0.116, 0.093, 0.129, 0.116, 0.118, 0.100, 0.085, 0.086, 0.126, 0.101, 0.125, 0.099, 0.115, 0.085, 0.101, 0.071, 0.073, 0.091, 0.116, 0.118, 0.063, 0.076, 0.071, 0.069, 0.071, 0.083, 0.094, 0.073